{"formula": "C42H54AsCdN7S2Si2", "method": "wB97M-V/def2-TZVPD", "species": ["Cd", "C", "N", "C", "C", "N", "C", "C", "C", "C", "C", "C", "C", "S", "C", "C", "C", "C", "C", "C", "S", "H", "H", "H", "H", "H", "H", "H", "H", "H", "H", "H", "H", "H", "H", "H", "H", "H", "H", "C", "C", "C", "C", "C", "N", "C", "C", "C", "C", "C", "C", "C", "N", "C", "C", "C", "N", "C", "C", "N", "C", "C", "C", "N", "H", "H", "H", "H", "H", "H", "H", "H", "H", "H", "H", "H", "H", "H", "H", "H", "H", "H", "C", "Si", "C", "C", "As", "Si", "C", "C", "C", "H", "H", "H", "H", "H", "H", "H", "H", "H", "H", "H", "H", "H", "H", "H", "H", "H", "H"], "xyz": [[-0.15, -0.24, 0.24], [4.47, 1.18, 2.01], [3.26, 1.49, 1.30], [3.27, 0.98, -0.06], [3.57, -0.51, -0.26], [2.60, -1.46, 0.25], [2.48, -2.60, -0.66], [2.71, -1.94, 1.59], [3.92, -2.09, 2.24], [4.01, -2.53, 3.56], [2.84, -2.87, 4.23], [1.64, -2.81, 3.57], [1.54, -2.38, 2.24], [0.02, -2.57, 1.44], [2.72, 2.77, 1.52], [3.44, 3.70, 2.29], [2.93, 4.93, 2.67], [1.66, 5.29, 2.27], [0.94, 4.42, 1.49], [1.42, 3.17, 1.09], [0.34, 2.32, 0.04], [4.37, 1.44, 3.07], [5.36, 1.69, 1.61], [4.63, 0.11, 1.97], [4.03, 1.53, -0.66], [2.29, 1.20, -0.51], [4.60, -0.73, 0.07], [3.57, -0.63, -1.35], [3.44, -3.13, -0.78], [2.13, -2.24, -1.63], [1.74, -3.29, -0.26], [4.84, -1.90, 1.71], [4.97, -2.62, 4.04], [2.89, -3.21, 5.26], [0.72, -3.10, 4.07], [4.45, 3.47, 2.60], [3.54, 5.59, 3.27], [1.23, 6.24, 2.57], [-0.06, 4.67, 1.17], [-4.56, -2.54, -3.61], [-4.05, -1.91, -2.35], [-3.70, -2.66, -1.23], [-3.22, -2.05, -0.10], [-3.06, -0.66, -0.01], [-2.49, -0.08, 1.10], [-3.08, -0.14, 2.28], [-4.41, -0.62, 2.47], [-5.05, -0.58, 3.68], [-4.42, -0.07, 4.81], [-5.10, -0.07, 6.15], [-3.14, 0.43, 4.66], [-2.47, 0.41, 3.45], [-1.17, 0.96, 3.43], [-0.80, 2.09, 4.06], [0.58, 2.13, 4.05], [0.95, 0.96, 3.38], [-0.11, 0.27, 3.00], [-3.46, 0.11, -1.13], [-3.92, -0.53, -2.28], [-3.45, 1.51, -1.07], [-3.81, 2.39, -2.05], [-3.74, 3.65, -1.50], [-3.33, 3.43, -0.18], [-3.17, 2.15, 0.06], [-4.86, -3.57, -3.44], [-5.41, -1.99, -4.01], [-3.77, -2.54, -4.37], [-3.81, -3.74, -1.25], [-2.93, -2.64, 0.77], [-4.93, -1.02, 1.61], [-6.06, -0.96, 3.76], [-6.04, -0.62, 6.11], [-4.47, -0.54, 6.91], [-5.32, 0.95, 6.48], [-2.62, 0.84, 5.52], [-1.51, 2.79, 4.44], [1.22, 2.90, 4.43], [1.94, 0.59, 3.18], [-4.23, 0.05, -3.13], [-4.07, 2.08, -3.04], [-3.95, 4.58, -1.98], [-3.14, 4.15, 0.60], [-0.63, -3.88, -2.85], [0.17, -2.37, -3.74], [-0.74, -2.34, -5.45], [1.91, -3.01, -4.33], [-0.14, -0.34, -2.61], [1.57, 0.82, -3.69], [1.47, 2.70, -3.33], [3.50, 0.49, -3.69], [1.31, 0.76, -5.62], [-0.80, -4.73, -3.51], [-1.59, -3.57, -2.45], [-0.03, -4.21, -2.01], [-0.85, -3.32, -5.91], [-0.19, -1.71, -6.15], [-1.73, -1.91, -5.34], [1.84, -3.93, -4.90], [2.59, -3.19, -3.50], [2.37, -2.26, -4.97], [1.67, 2.90, -2.28], [0.46, 3.05, -3.52], [2.15, 3.30, -3.92], [4.01, 1.02, -2.89], [3.95, 0.82, -4.63], [3.72, -0.57, -3.59], [0.26, 0.87, -5.87], [1.65, -0.20, -6.01], [1.87, 1.54, -6.14]], "total_energy_ha": -5795.118078, "gap_ev": 5.85, "charge": -2}